Below is one molecule with the formula C3H6NO2S at a distorted geometry, with properties calculated with ωB97M-V/def2-TZVPD.

- Net charge: 0
- ΔE to the lowest compared entry with this formula, charge and spin: 7.30 kcal per mole
- Frontier orbital gap (spin up / spin down): 10.2664 / 6.4751 eV
- HOMO (spin up / spin down): -9.88 / -9.88 eV
- Spin multiplicity: 2
- LUMO level (spin up / spin down): 0.4 / -3.4 eV

CARTESIAN COORDINATES (ANGSTROEM)
1 C -0.254 -0.613 -0.167
2 C 0.164 -0.585 1.306
3 S -1.269 -0.620 2.468
4 N -0.104 0.668 -0.754
5 C 1.065 0.947 -1.774
6 O 2.037 0.265 -1.611
7 O 0.669 1.895 -2.447
8 H 0.442 -1.292 -0.691
9 H -1.243 -1.045 -0.285
10 H 0.747 -1.443 1.571
11 H 0.719 0.304 1.499
12 H -2.058 0.273 1.826
13 H -0.915 1.248 -0.940

---

Below is C31H35Cl2FN4NiO4PS2 as an isolated structure at a distorted geometry, with properties calculated with ωB97M-V/def2-TZVPD.

- Net charge: -1
- ΔE to the lowest compared entry with this formula, charge and spin: 1.46 kcal per mole
- Frontier orbital gap (spin up / spin down): 7.0884 / 7.1109 eV
- HOMO (spin up / spin down): -4.97 / -5.00 eV
- Spin multiplicity: 3
- LUMO level (spin up / spin down): 2.1 / 2.1 eV

CARTESIAN COORDINATES (ANGSTROEM)
1 Ni 1.636 -1.488 -0.152
2 Cl 1.447 -1.345 2.817
3 C 0.550 -2.785 3.168
4 C -0.100 -2.941 4.372
5 C -0.825 -4.089 4.692
6 C -0.840 -5.116 3.752
7 C -0.155 -4.966 2.552
8 Cl -0.226 -6.316 1.484
9 C 0.551 -3.789 2.198
10 S 1.362 -3.714 0.648
11 H -0.112 -2.136 5.101
12 H -1.415 -4.173 5.596
13 H -1.339 -6.056 3.936
14 F 7.839 -1.214 0.108
15 C 6.467 -1.251 0.051
16 C 5.722 -0.205 0.546
17 C 4.333 -0.243 0.416
18 C 3.654 -1.292 -0.195
19 C 4.459 -2.317 -0.670
20 C 5.853 -2.306 -0.590
21 H 6.263 0.624 0.962
22 H 3.756 0.597 0.810
23 H 3.982 -3.174 -1.139
24 H 6.429 -3.117 -1.000
25 O -1.226 -2.801 -5.737
26 S -1.134 -1.623 -4.913
27 O -1.497 -0.364 -5.532
28 N 0.299 -1.514 -4.201
29 C 0.225 -1.861 -2.908
30 O 1.234 -2.003 -2.148
31 C -1.147 -2.081 -2.428
32 C -1.525 -2.375 -1.110
33 C -2.884 -2.510 -0.831
34 C -3.834 -2.296 -1.813
35 C -3.435 -1.993 -3.121
36 C -2.080 -1.931 -3.409
37 H -0.762 -2.546 -0.347
38 H -3.188 -2.757 0.192
39 H -4.919 -2.363 -1.597
40 H -4.176 -1.907 -3.899
41 O 0.516 0.261 -0.331
42 P -0.121 1.555 -0.007
43 N -0.889 2.073 -1.363
44 C -1.571 1.139 -2.267
45 C -2.599 2.027 -2.969
46 C -2.042 3.415 -2.808
47 C -1.490 3.403 -1.410
48 N 0.963 2.701 0.487
49 C 0.608 3.854 1.290
50 C 1.489 4.992 0.742
51 C 2.697 4.259 0.266
52 C 2.099 3.024 -0.393
53 N -1.231 1.522 1.270
54 C -2.517 0.849 0.938
55 C -3.114 0.645 2.311
56 C -1.888 0.237 3.123
57 C -0.825 1.236 2.613
58 H -2.103 0.367 -1.697
59 H -0.867 0.693 -2.959
60 H -3.591 1.924 -2.446
61 H -2.708 1.659 -3.995
62 H -2.787 4.206 -2.949
63 H -1.214 3.612 -3.519
64 H -2.271 3.522 -0.661
65 H -0.748 4.169 -1.250
66 H 0.802 3.653 2.354
67 H -0.459 4.099 1.180
68 H 1.673 5.800 1.469
69 H 0.979 5.472 -0.111
70 H 3.300 3.926 1.095
71 H 3.327 4.762 -0.459
72 H 2.755 2.151 -0.471
73 H 1.699 3.227 -1.400
74 H -2.317 -0.111 0.458
75 H -3.160 1.480 0.312
76 H -3.879 -0.141 2.318
77 H -3.522 1.573 2.685
78 H -1.608 -0.779 2.798
79 H -1.978 0.321 4.211
80 H 0.167 0.843 2.623
81 H -0.820 2.113 3.262

---

Below is a 2-piece molecular cluster, C9H14N3O overall at a distorted geometry, with properties calculated with ωB97M-V/def2-TZVPD.

- Net charge: +1
- ΔE to the lowest compared entry with this formula, charge and spin: 93.64 kcal per mole
- Frontier orbital gap: 9.7335 eV
- HOMO: -13.35 eV
- Spin multiplicity: 1
- LUMO level: -3.6 eV

CARTESIAN COORDINATES (ANGSTROEM)
1 C 2.966 -1.066 -1.114
2 C 0.466 1.848 0.134
3 C 3.081 -0.748 0.264
4 C 3.874 -1.904 -1.705
5 C -2.502 3.428 -1.005
6 C -1.651 2.429 -0.735
7 C -0.087 -2.060 0.755
8 C 1.841 0.130 2.298
9 C -0.428 -2.319 -0.492
10 N 1.347 1.080 0.133
11 N 2.039 0.219 0.798
12 N -0.338 2.757 -0.219
13 O 3.678 -1.307 1.134
14 H 3.674 -2.239 -2.690
15 H 4.694 -2.352 -1.064
16 H -3.536 3.301 -1.344
17 H -2.186 4.440 -0.839
18 H -1.932 1.459 -1.041
19 H 0.788 -2.637 1.107
20 H 2.136 -0.665 -1.522
21 H -0.638 -1.517 1.461
22 H 1.861 -0.996 2.391
23 H 2.636 0.667 2.852
24 H 0.955 0.518 2.632
25 H 0.127 -3.074 -1.063
26 H -1.344 -1.968 -0.999
27 H -0.125 3.747 -0.271

---

Below is one molecule with the formula C18H13ClN4O at a distorted geometry, with properties calculated with ωB97M-V/def2-TZVPD.

- Net charge: 0
- ΔE to the lowest compared entry with this formula, charge and spin: 0.00 kcal per mole
- Frontier orbital gap: 8.9433 eV
- HOMO: -8.63 eV
- Spin multiplicity: 1
- LUMO level: 0.3 eV
- SMILES: O=c1c2cnn(-c3ccccc3)c2ncn1Cc1cccc(Cl)c1

CARTESIAN COORDINATES (ANGSTROEM)
1 O 1.312 -2.769 -0.355
2 C 0.531 -1.945 0.065
3 C -0.793 -1.647 -0.395
4 C -1.632 -2.134 -1.419
5 N -2.775 -1.497 -1.416
6 N -2.742 -0.588 -0.422
7 C -3.849 0.239 -0.191
8 C -3.840 1.183 0.829
9 C -4.954 1.979 1.026
10 C -6.070 1.842 0.219
11 C -6.073 0.899 -0.797
12 C -4.969 0.096 -1.006
13 C -1.554 -0.644 0.226
14 N -1.130 0.096 1.280
15 C 0.061 -0.186 1.682
16 N 0.886 -1.122 1.167
17 C 2.235 -1.293 1.680
18 C 3.237 -0.624 0.770
19 C 4.254 -1.354 0.173
20 C 5.155 -0.730 -0.673
21 C 5.049 0.624 -0.938
22 C 4.026 1.346 -0.344
23 Cl 3.871 3.038 -0.668
24 C 3.122 0.735 0.506
25 H -1.434 -2.909 -2.132
26 H -2.969 1.286 1.455
27 H -4.947 2.713 1.819
28 H -6.935 2.467 0.380
29 H -6.941 0.788 -1.430
30 H -4.951 -0.643 -1.790
31 H 0.437 0.377 2.527
32 H 2.440 -2.365 1.723
33 H 2.283 -0.869 2.687
34 H 4.332 -2.414 0.360
35 H 5.943 -1.303 -1.136
36 H 5.744 1.115 -1.599
37 H 2.330 1.317 0.953

---

Below is a 2-piece molecular cluster, C24H50BClF2N5O8P2S2 overall at a distorted geometry, with properties calculated with ωB97M-V/def2-TZVPD.

- Net charge: +1
- Frontier orbital gap: 5.3812 eV
- HOMO: -9.92 eV
- Spin multiplicity: 1
- LUMO level: -4.5 eV

CARTESIAN COORDINATES (ANGSTROEM)
1 C 2.986 -2.247 3.410
2 C 2.935 -2.402 1.991
3 C 2.698 -2.708 0.364
4 C 1.109 -2.364 0.089
5 C 0.824 -0.734 -0.154
6 C 0.546 -0.269 -1.680
7 Cl 1.569 -1.474 -2.740
8 C 1.399 1.143 -1.904
9 S 1.278 2.356 -0.434
10 C 3.049 0.863 -2.015
11 C 3.923 2.244 -1.641
12 C 5.366 2.038 -2.464
13 C 6.178 0.688 -2.011
14 S 6.660 -0.431 -3.483
15 O 5.618 -0.382 -4.636
16 O 6.722 -1.914 -2.996
17 O 8.156 0.102 -4.190
18 N 1.086 1.939 -3.116
19 C -0.131 1.589 -3.889
20 C -0.611 2.919 -4.787
21 C -0.025 2.766 -6.346
22 O -0.738 2.264 -7.358
23 F 1.401 3.204 -6.554
24 C -1.287 1.068 -2.860
25 P -1.986 2.367 -1.664
26 C -3.851 2.625 -2.173
27 O -1.294 3.949 -1.839
28 N -0.843 -0.270 -2.220
29 F -0.784 -1.070 -3.359
30 B -1.950 -0.973 -1.465
31 O -3.387 -0.493 -1.462
32 O -1.898 -2.278 -0.771
33 C -1.995 -3.425 -1.666
34 C -3.210 -3.414 -2.754
35 H 2.805 -2.014 4.566
36 H 3.454 -2.048 -0.235
37 H 2.961 -3.863 0.237
38 H 0.575 -3.063 -0.671
39 H 0.574 -2.579 1.137
40 H 0.052 -0.312 0.654
41 H 1.875 -0.304 0.225
42 H 1.579 3.625 -1.011
43 H 3.379 0.645 -3.142
44 H 3.428 0.059 -1.255
45 H 3.450 3.215 -2.119
46 H 4.165 2.334 -0.501
47 H 5.040 1.981 -3.611
48 H 5.977 3.040 -2.360
49 H 7.220 1.065 -1.565
50 H 5.656 0.070 -1.145
51 H 8.082 0.031 -5.204
52 H 1.912 2.167 -3.722
53 H 0.187 0.810 -4.729
54 H -1.793 2.939 -4.912
55 H -0.167 3.925 -4.380
56 H -2.206 0.740 -3.552
57 H -4.524 2.101 -1.338
58 H -4.072 2.214 -3.246
59 H -4.054 3.801 -2.151
60 H -0.362 3.940 -2.203
61 H -3.774 -0.621 -0.542
62 H -0.980 -3.505 -2.288
63 H -2.039 -4.436 -1.035
64 H -3.466 -4.521 -3.122
65 H -2.883 -2.844 -3.751
66 H -4.170 -2.870 -2.363
67 O -0.372 -1.142 3.732
68 P -1.784 -1.225 4.361
69 N -2.490 -0.141 3.270
70 C -2.232 1.277 3.180
71 C -2.741 -0.709 1.944
72 N -1.296 -0.571 5.863
73 C -1.350 0.831 6.229
74 C -0.034 -1.125 6.377
75 N -3.408 -1.319 5.085
76 C -4.488 -0.348 5.079
77 C -3.607 -2.397 6.042
78 H -3.001 1.766 2.568
79 H -1.250 1.496 2.749
80 H -2.314 1.778 4.136
81 H -3.624 -1.356 1.984
82 H -1.895 -1.312 1.597
83 H -2.935 0.049 1.178
84 H -0.687 1.441 5.603
85 H -1.043 0.980 7.271
86 H -2.363 1.228 6.184
87 H 0.836 -0.636 5.921
88 H 0.028 -2.201 6.176
89 H 0.033 -1.010 7.469
90 H -4.164 0.655 5.358
91 H -5.286 -0.617 5.781
92 H -4.958 -0.298 4.094
93 H -3.433 -2.053 7.067
94 H -2.917 -3.223 5.840
95 H -4.618 -2.813 5.975

---

Calculated energy in order - -721.25809 -5388.74667 -590.40332 -1448.21897 -3983.06759 hartree